Molecular formula: C75H68N5OP3SSi2V
Method: DFT, the ωB97M-V functional and the def2-TZVPD basis

Output
Multiplicity: 2
Gap between HOMO and LUMO (spin up / spin down), eV: 6.35 / 5.44
Strongest force on any atom, Eh/bohr: 0.060

Last column: Mulliken charge in e.
Element x y z (Å)
V1 0.67062 -0.89209 0.34744  1.3666
C1 -2.91416 -0.72711 -1.17144  -0.9416
Si1 -1.73502 -0.32435 0.29602  1.7466
C2 -2.17631 1.53511 0.60576  0.3099
C3 -3.39257 2.07578 0.18629  0.2279
C4 -3.67974 3.42430 0.33484  -1.0775
C5 -2.72065 4.28511 0.84698  -1.1060
C6 -1.51408 3.77573 1.28949  -0.3165
C7 -1.26281 2.40759 1.21211  0.2281
P1 0.02143 1.56603 2.21362  2.5718
C8 1.29594 2.84608 2.52199  0.4708
C9 1.74383 3.70051 1.51611  -0.3586
C10 2.78203 4.58698 1.75808  -0.4913
C11 3.40388 4.61116 2.99668  -0.8804
C12 2.96700 3.76013 4.00205  -0.7352
C13 1.91706 2.88714 3.77009  -1.0387
C14 -0.99121 1.82187 3.75852  0.7054
C15 -1.18626 3.08634 4.31702  -0.7696
C16 -2.10391 3.27573 5.33535  -0.9658
C17 -2.85049 2.20779 5.81446  -0.8656
C18 -2.63858 0.94283 5.29535  -0.8919
C19 -1.70960 0.75309 4.28049  -0.4007
C20 -2.64371 -1.17529 1.77729  0.3929
C21 -3.88554 -0.71497 2.21519  -0.1744
C22 -4.52007 -1.26671 3.31467  -0.9193
C23 -3.90084 -2.27898 4.03056  -1.1188
C24 -2.66366 -2.75134 3.62370  -0.5231
C25 -2.04879 -2.23031 2.48444  0.6696
P2 -0.45239 -2.85194 1.81969  1.7993
C26 0.18934 -3.93161 3.17968  0.5546
C27 1.42746 -3.64699 3.74861  -0.2946
C28 1.92211 -4.40693 4.80100  -0.8967
C29 1.19793 -5.48614 5.27591  -0.7855
C30 -0.00855 -5.82148 4.67451  -0.8989
C31 -0.50964 -5.05430 3.63714  -0.4947
C32 -1.11438 -4.20535 0.74767  0.2180
C33 -2.26398 -3.99681 -0.01310  -0.7092
C34 -2.74247 -4.98553 -0.85982  -0.5603
C35 -2.08833 -6.20532 -0.94783  -0.9679
C36 -0.94532 -6.42576 -0.19215  -1.0603
C37 -0.45180 -5.42701 0.63410  -0.5847
H1 -3.95945 -0.78683 -0.85445  0.7328
H2 -2.65835 -1.67225 -1.64123  0.0144
H3 -2.83241 0.04370 -1.94065  -0.0297
H4 -4.14551 1.42128 -0.23949  0.4722
H5 -4.64900 3.80996 0.03891  0.4109
H6 -2.91963 5.34624 0.92080  0.4853
H7 -0.77762 4.44802 1.71067  0.3660
H8 1.25633 3.68905 0.55153  0.2351
H9 3.10965 5.26000 0.97489  0.4726
H10 4.21639 5.30198 3.18289  0.3746
H11 3.44584 3.77258 4.97335  0.4293
H12 1.56460 2.23978 4.56275  0.5550
H13 -0.62022 3.93388 3.95544  0.3387
H14 -2.25167 4.26642 5.74699  0.4391
H15 -3.59436 2.36320 6.58542  0.4108
H16 -3.20829 0.09880 5.66134  0.5245
H17 -1.54578 -0.23955 3.88899  0.5169
H18 -4.35696 0.10991 1.69381  0.2334
H19 -5.48702 -0.89345 3.62945  0.3810
H20 -4.37616 -2.70273 4.90649  0.3714
H21 -2.18137 -3.51401 4.21491  0.4705
H22 2.01128 -2.81637 3.37909  0.1153
H23 2.87433 -4.14943 5.24660  0.4784
H24 1.56970 -6.06926 6.10841  0.4244
H25 -0.56142 -6.68741 5.01641  0.4310
H26 -1.44271 -5.33875 3.16948  0.6655
H27 -2.79779 -3.06143 0.07634  0.2243
H28 -3.63630 -4.80523 -1.44377  0.5161
H29 -2.47434 -6.98562 -1.59233  0.4389
H30 -0.43815 -7.38240 -0.23549  0.4543
H31 0.44304 -5.61474 1.21169  0.8346
N1 -0.37008 -4.36634 -3.25854  0.4344
C38 -1.22935 -3.82644 -4.18435  0.5325
C39 -1.90782 -4.36637 -5.26955  -1.4229
C40 -2.64588 -3.48835 -6.04182  -0.6362
C41 -2.70424 -2.12120 -5.73864  -0.7536
C42 -2.03266 -1.58660 -4.65875  -0.7456
C43 -1.28902 -2.45714 -3.86592  -0.0449
N2 -0.49583 -2.20077 -2.76910  0.9403
C44 0.04314 -3.33854 -2.44416  -0.3170
C45 1.07530 -3.54779 -1.44129  -1.6394
C46 1.84637 -4.67506 -1.43685  -0.2203
S1 2.96210 -4.65299 -0.14493  -0.3726
C47 2.34973 -3.12432 0.32140  0.0295
N3 1.38852 -2.64649 -0.43348  1.1153
H32 -0.12301 -5.33508 -3.16812  0.3700
H33 -1.84263 -5.42023 -5.50897  0.4639
H34 -3.18880 -3.86424 -6.89891  0.3960
H35 -3.28731 -1.46047 -6.36724  0.5147
H36 -2.06296 -0.53048 -4.43078  0.5699
H37 1.81931 -5.50629 -2.11904  0.5935
H38 2.78869 -2.58265 1.14567  -0.6633
O1 1.20736 1.57919 -0.57711  0.6531
N4 1.10443 0.26352 -1.05597  0.9641
C48 1.35398 0.08802 -2.32757  -2.1814
C49 1.67543 1.01178 -3.42924  0.2334
C50 2.81028 0.64349 -4.17048  -0.3768
C51 3.28099 1.41598 -5.21037  -1.0509
C52 2.61047 2.57255 -5.56927  -0.8070
C53 1.45344 2.91923 -4.90078  -0.2841
C54 0.95645 2.15584 -3.84215  -0.1384
P3 -0.70072 2.55200 -3.16442  1.8608
C55 -0.50773 4.38722 -3.16091  0.2769
C56 0.64597 4.90673 -2.57058  -0.3443
C57 0.80392 6.27089 -2.39198  -0.6607
C58 -0.19041 7.14662 -2.80358  -0.6571
C59 -1.33039 6.64262 -3.40878  -0.6700
C60 -1.49370 5.27570 -3.57985  -0.8586
C61 -1.70909 2.34405 -4.70516  0.7119
C62 -1.23741 1.89528 -5.93760  -0.3300
C63 -2.10591 1.72495 -7.00780  -0.7246
C64 -3.45910 1.98831 -6.86674  -0.6751
C65 -3.94707 2.40749 -5.63768  -0.6751
C66 -3.08122 2.57135 -4.56831  -0.7114
H39 1.70385 1.45482 0.26003  -1.0632
H40 1.42599 -0.95107 -2.59266  0.6286
H41 3.34716 -0.25349 -3.88458  0.4536
H42 4.17821 1.11974 -5.73839  0.4164
H43 2.97167 3.18417 -6.38594  0.4317
H44 0.90401 3.80056 -5.20912  0.5553
H45 1.43258 4.22780 -2.26278  0.2510
H46 1.70518 6.65676 -1.93150  0.4287
H47 -0.07028 8.21340 -2.66517  0.3902
H48 -2.10567 7.31853 -3.74864  0.4177
H49 -2.39266 4.90939 -4.05322  0.4469
H50 -0.18799 1.67375 -6.07263  0.2104
H51 -1.72022 1.38330 -7.96057  0.4351
H52 -4.13182 1.85878 -7.70486  0.3892
H53 -5.00514 2.60093 -5.51104  0.4372
H54 -3.46703 2.87791 -3.60712  0.5206
C67 5.29884 -1.46407 1.43860  -1.3642
Si2 4.10743 -0.15944 0.69970  0.5960
C68 4.87932 1.58054 0.67879  -1.3893
C69 4.06562 -0.58995 -1.14731  -1.1806
N5 2.58596 -0.27850 1.51791  1.1856
C70 2.60788 -0.19833 2.90396  0.1054
C71 3.75244 0.22590 3.62155  -0.2164
C72 3.78835 0.26555 5.00073  -1.0664
C73 2.68358 -0.09911 5.75895  -1.3822
C74 1.54040 -0.50435 5.09283  -0.3519
C75 1.50005 -0.54470 3.70612  -0.2008
H55 6.29981 -1.05902 1.59838  0.4712
H56 5.39594 -2.32340 0.77053  0.3902
H57 4.93813 -1.82598 2.40353  0.3217
H58 5.90140 1.54175 0.29404  0.5168
H59 4.91315 2.04555 1.66477  0.3425
H60 4.31209 2.24589 0.02416  0.1350
H61 5.08241 -0.85433 -1.44810  0.6543
H62 3.76726 0.26842 -1.74764  0.0507
H63 3.42233 -1.43305 -1.39629  0.3082
H64 4.63818 0.51975 3.07449  0.1337
H65 4.69609 0.59298 5.49441  0.4246
H66 2.72116 -0.07924 6.83999  0.3975
H67 0.66353 -0.80263 5.65549  0.4982
H68 0.61692 -0.93890 3.23053  -0.6498